Record 1
Entry from OMol25: 2 unconnected molecules or ions with the total composition C5H11N3O in a non-equilibrium geometry (ωB97M-V/def2-TZVPD).

```
20
C5H11N3O ωB97M-V/def2-TZVPD
C 5.8238 -0.6403 0.6299
C 4.8390 0.8878 -0.4208
C 1.7201 -0.9452 -0.1461
C 2.4914 0.3469 0.1151
C -11.3913 -0.0709 -0.4811
N 4.5476 -0.8884 0.8502
N 6.0239 0.3995 -0.1039
N 3.9118 0.0678 0.1797
O -11.4142 0.2589 0.6829
H 6.7078 -1.1826 1.0405
H 4.7349 1.7610 -0.9836
H 1.7209 -1.1902 -1.2264
H 2.2666 -1.5298 0.6031
H 0.7046 -0.7740 0.0584
H 2.2062 0.8567 0.9542
H 2.3400 1.1259 -0.6858
H -11.6900 -1.1247 -0.5022
H -11.1219 0.5498 -1.3310
H 6.8737 0.9460 -0.1895
H -11.2947 1.1457 0.9564
```

Results
**HOMO-LUMO gap**: 8.14 eV
**HOMO**: -16.42 eV
**Charge**: +2

=====

Record 2
Entry from OMol25: 2 unconnected molecules or ions with the total composition CH5N3O2 in a non-equilibrium geometry (ωB97M-V/def2-TZVPD).

```
11
CH5N3O2 ωB97M-V/def2-TZVPD
C -0.5676 -0.4728 0.3661
N -1.3918 -0.7315 -0.5858
O -1.3622 -0.3889 -1.7873
O -2.5571 -1.4351 -0.2584
H 0.5475 -0.2264 0.1411
H -0.8217 -0.7776 1.3254
H -2.9849 -1.3841 -1.1822
H 2.3007 2.5555 0.6306
N 1.6266 1.7158 0.6139
N 2.0493 0.5869 0.5134
H 3.1612 0.5582 0.2232
```

Results
**Structure (SMILES)**: C=[N+]([O-])O.[H]/N=N\[H]
**HOMO-LUMO gap**: 8.99 eV
**HOMO**: -8.74 eV
**Charge**: 0

=====

Record 3
Entry from OMol25: a molecular structure, C36H38N6NaO2Sb (ωB97M-V/def2-TZVPD).

```
84
C36H38N6NaO2Sb ωB97M-V/def2-TZVPD
Na 0.9183 -1.2686 0.8796
O -2.5703 -3.9760 1.4287
C -1.7843 -3.0453 1.5323
N -0.8629 -2.6573 0.6245
C -1.1952 -2.6623 -0.6763
O -2.2887 -2.4089 -1.1800
C -0.0606 -2.9969 -1.6322
C -0.3932 -3.7446 -2.7587
C 0.6114 -4.1408 -3.6226
C 1.9136 -3.7516 -3.3486
C 2.1390 -2.9774 -2.2223
N 1.1881 -2.6039 -1.3727
C -1.8231 -2.2497 2.8376
C -2.6687 -2.7028 3.8471
C -2.8482 -1.9220 4.9730
C -2.1996 -0.6976 5.0432
C -1.3718 -0.3376 3.9926
N -1.1568 -1.0973 2.9223
H -1.4302 -3.9984 -2.9225
H 0.3835 -4.7402 -4.4945
H 2.7371 -4.0314 -3.9907
H 3.1444 -2.6301 -2.0022
H -3.1793 -3.6433 3.7026
H -3.5002 -2.2478 5.7734
H -2.3311 -0.0300 5.8837
H -0.8665 0.6237 4.0153
C 1.9874 -0.1977 3.7692
C 2.1863 -1.7198 3.6668
N 2.7143 -2.1248 2.3755
C 3.9981 -1.5350 2.0163
C 4.0850 -1.1413 0.5472
N 3.0200 -0.2469 0.1240
C 3.1074 1.1387 0.5531
C 2.6126 1.4177 1.9899
N 1.6299 0.4771 2.5223
H 2.9001 0.2567 4.1662
H 1.2227 -0.0227 4.5292
H 1.2298 -2.2290 3.8014
H 2.8333 -2.0157 4.5098
H 2.7264 -3.1311 2.2883
H 4.8420 -2.1986 2.2475
H 4.1548 -0.6481 2.6282
H 4.0147 -2.0459 -0.0611
H 5.0842 -0.7071 0.3748
H 2.9168 -0.2828 -0.8813
H 2.5049 1.7190 -0.1433
H 4.1373 1.5244 0.4769
H 2.2091 2.4360 1.9979
H 3.4718 1.4370 2.6647
H 0.7081 0.8839 2.5759
C -3.3943 1.0790 -5.7062
C -2.4725 2.0822 -5.4514
C -1.6986 2.0386 -4.2982
C -1.8422 0.9900 -3.3978
C -2.7605 -0.0230 -3.6634
C -3.5377 0.0279 -4.8115
Sb -0.7365 0.8071 -1.5964
C -2.2452 1.5360 -0.2882
C -2.6877 0.6659 0.6985
C -3.6965 1.0440 1.5756
C -4.2772 2.2960 1.4625
C -3.8587 3.1659 0.4628
C -2.8525 2.7846 -0.4104
C 0.4996 2.5450 -1.7485
C 0.4498 3.6396 -0.8924
C 1.4113 4.6407 -0.9597
C 2.4350 4.5660 -1.8911
C 2.4979 3.4817 -2.7551
C 1.5437 2.4792 -2.6738
H -4.0013 1.1145 -6.6021
H -2.3554 2.9051 -6.1456
H -0.9887 2.8348 -4.1039
H -2.8671 -0.8604 -2.9799
H -4.2535 -0.7606 -5.0070
H -2.2543 -0.3217 0.7823
H -4.0309 0.3519 2.3393
H -5.0658 2.5938 2.1420
H -4.3254 4.1375 0.3581
H -2.5542 3.4627 -1.2029
H -0.3354 3.7135 -0.1492
H 1.3567 5.4841 -0.2824
H 3.1822 5.3474 -1.9422
H 3.2934 3.4153 -3.4867
H 1.6203 1.6296 -3.3471
```

Results
**HOMO-LUMO gap**: 8.25 eV
**HOMO**: -8.16 eV
**Charge**: 0

=====

Record 4
Entry from OMol25: a molecular structure, C24H19IrN14O9SSe in a non-equilibrium geometry (ωB97M-V/def2-TZVPD).

```
69
C24H19IrN14O9SSe ωB97M-V/def2-TZVPD
Ir -0.1247 0.6133 -0.1808
N 3.6939 -1.0437 -0.3331
C 2.4174 -1.2943 -0.5959
N 1.7714 -0.1385 -0.6204
C 2.7405 0.7807 -0.3209
N 3.9246 0.2722 -0.1490
C 2.3396 2.1730 -0.1962
C 3.1908 3.1988 0.1823
N 2.7538 4.4401 0.3398
C 1.4629 4.6537 0.1209
C 0.5952 3.6369 -0.2417
N 1.0286 2.3876 -0.4155
H 4.4508 -1.7029 -0.2551
H 2.0087 -2.2792 -0.7413
H 4.2363 2.9942 0.3753
H 1.0939 5.6633 0.2456
H -0.4504 3.8477 -0.4139
N -1.8600 1.6714 0.1441
N -2.9714 0.8308 0.3656
C -2.7118 -0.5404 0.3675
O -3.5990 -1.3514 0.3481
O -1.4274 -0.8084 0.4276
H -1.6417 2.1967 1.0004
H -2.0618 2.3028 -0.6261
H -3.8822 1.1515 0.0811
O -0.4636 -1.5900 7.4386
N -0.7432 -0.4835 7.0318
O -1.2270 0.4127 7.6890
C -0.4653 -0.1990 5.6119
C 0.0288 -1.2021 4.8112
C 0.3322 -0.9563 3.4766
C 0.1496 0.3435 2.8947
O 0.6007 0.7621 1.7282
C -0.3999 1.2986 3.7954
C -0.6915 1.0571 5.1277
N -0.6351 2.6984 3.3982
O -0.7592 2.9916 2.2090
O -0.7132 3.5244 4.2700
N 0.9666 -2.0692 2.8600
O 1.2943 -3.0799 3.4907
O 0.9234 -2.1806 1.4698
H 0.1968 -2.1849 5.2210
H -1.0819 1.8363 5.7623
C 1.2120 -8.3219 1.9872
C 1.7367 -6.9980 1.5359
C 3.0779 -6.7848 1.2367
C 3.4483 -5.5166 0.8390
N 2.5788 -4.5085 0.7404
C 1.3393 -4.8133 1.0928
S 0.0731 -3.5589 0.9911
N 0.8644 -5.9873 1.4645
H 1.8559 -9.1395 1.6698
H 0.2029 -8.4712 1.6094
H 1.1572 -8.3303 3.0777
H 3.8010 -7.5854 1.2964
H 4.4759 -5.2980 0.5704
Se 0.0771 1.8025 -3.2892
N -0.6185 0.5415 -2.1847
C -0.9859 -0.4961 -2.9384
C -1.5791 -1.7123 -2.4792
C -1.9119 -2.6444 -3.4028
C -1.6935 -2.4564 -4.8120
C -1.1434 -1.3234 -5.2925
C -0.7701 -0.2987 -4.3612
N -0.2338 0.8447 -4.7237
H -1.7537 -1.8706 -1.4276
H -2.3709 -3.5673 -3.0732
H -1.9940 -3.2419 -5.4920
H -0.9827 -1.1527 -6.3474
```

Results
**HOMO-LUMO gap (alpha / beta)**: 6.02 / 7.14 eV
**Expectation value of S²**: 0.76
**HOMO (alpha / beta)**: -10.41 / -11.53 eV
**Charge**: +1
**Multiplicity**: 2

=====

Number 1: E_tot -435.9459 Eh. Number 2: E_tot -355.6276 Eh. Number 3: E_tot -2276.2328 Eh. Number 4: E_tot -5273.1952 Eh.